Entry 1:
19
Properties=species:S:1:pos:R:3:lowdin_charge:R:1 method="wB97M-V/def2-TZVPD" charge=-1 energy_ev=-15756.9049 e_above_lowest_kcal_mol=46.1 e_lumo_ev=4.18 mol_weight_da=118.23
C -0.9928 -1.4145 1.3117 -0.199
C 2.6181 0.7253 0.4883 -0.272
C -0.5152 1.6042 -0.1783 -0.193
C -1.6646 -0.8475 -1.5740 -0.207
N 1.7083 -0.3450 0.4228 -0.254
O 1.2293 -0.9583 -0.8838 -0.293
Si -0.1596 -0.3273 -0.1581 0.368
H -0.5504 -1.2192 2.2816 -0.017
H -2.0774 -1.0096 1.2934 0.023
H -0.8625 -2.4460 1.1480 -0.022
H 2.7590 1.3838 -0.3407 0.037
H 2.4206 1.3136 1.3918 0.067
H 3.6511 0.3364 0.5631 0.043
H 0.3428 2.1140 -0.5591 -0.020
H -1.4451 1.8863 -0.8013 0.029
H -0.6205 1.9695 0.8419 -0.003
H -1.4171 -1.7023 -2.2147 -0.019
H -2.5113 -1.1010 -0.8980 -0.023
H -1.9128 0.0379 -2.1346 -0.045

Entry 2:
18
Properties=species:S:1:pos:R:3:lowdin_charge:R:1 method="wB97M-V/def2-TZVPD" charge=0 energy_ev=-15120.3420 e_above_lowest_kcal_mol=33.9 e_lumo_ev=1.16 mol_weight_da=105.12 smiles=CCNP(C)C
C -2.0654 0.2352 -1.5688 -0.138
C -0.5079 0.2351 -1.7605 -0.338
N 0.1835 0.6667 -0.5089 -0.301
P 0.0968 -0.4040 0.8949 0.810
C 0.7228 0.8154 2.1816 -0.299
C 1.5920 -1.5600 0.7415 -0.350
H -2.2056 -0.3824 -0.7758 -0.013
H -2.3599 1.2872 -1.3106 0.079
H -2.7435 -0.0948 -2.3367 0.060
H -0.4000 -0.8719 -2.0660 0.116
H -0.2171 0.9673 -2.5998 0.115
H -0.2484 1.5914 -0.2607 0.078
H 1.6766 1.2409 1.9832 0.022
H 0.7411 0.2460 3.1037 0.022
H -0.0655 1.5420 2.2443 0.011
H 1.2004 -2.4231 0.0644 0.030
H 1.9531 -1.9686 1.6984 0.006
H 2.6471 -1.1225 0.2758 0.088

Entry 3:
19
Properties=species:S:1:pos:R:3:lowdin_charge:R:1 method="wB97M-V/def2-TZVPD" charge=0 energy_ev=-25956.6491 e_above_lowest_kcal_mol=9.3 e_lumo_ev=0.97 mol_weight_da=137.19
H -1.8382 -0.8240 1.5018 0.069
N -1.7350 -1.3110 0.6099 0.044
C -2.6376 -1.0782 -0.2325 -0.290
C -3.8377 -0.2007 -0.0901 -0.078
H -2.5406 -1.5899 -1.1888 0.107
H -3.8742 0.5045 -0.9205 0.075
H -4.7407 -0.8127 -0.1385 0.077
H -3.8241 0.3476 0.8515 0.074
C 3.0497 0.7321 1.2409 -0.388
P 1.4680 0.5735 0.2827 0.484
C 2.1405 1.0432 -1.3817 -0.395
S 1.4237 -1.5203 0.0425 0.361
H 3.1784 1.7770 1.5269 0.025
H 2.9886 0.1253 2.1400 0.018
H 3.8993 0.4137 0.6399 0.027
H 2.9806 0.4040 -1.6539 0.023
H 1.3461 0.9325 -2.1189 0.019
H 2.4504 2.0885 -1.3561 0.027
H 0.1029 -1.6049 0.2449 -0.281